Record 1
2 unconnected molecules or ions with the total composition C4H13N3 in a non-equilibrium geometry. Source: the OMol25 dataset; level of theory: the ωB97M-V functional and the def2-TZVPD basis.

Computed properties:
E_HOMO (spin up / spin down) (eV): -1.68 / -1.57
⟨S²⟩: 0.76
Kohn-Sham gap (spin up / spin down) (eV): 5.369 / 4.940
Lowest unoccupied orbital energy (spin up / spin down) (eV): 3.690 / 3.370
Energy above the lowest of the compared OMol25 structures with the same formula, charge and spin (eV): 1.236
Calculated total energy (a.u.): -324.3647

Geometry as ORCA input:
```
! wB97M-V def2-TZVPD RIJCOSX def2/J DEFGRID3
* xyz -1 2
N -1.208 -3.555 -1.942
C 0.088 2.168 2.343
C -0.385 2.539 0.905
N -0.487 1.503 -0.052
C 0.529 0.477 -0.036
C 0.205 -0.661 -1.025
N 0.977 -1.846 -0.897
H -0.643 1.476 2.758
H -0.286 -3.112 -1.886
H 0.191 3.056 2.966
H 1.061 1.691 2.299
H 0.329 3.297 0.526
H -1.339 3.066 1.034
H -1.430 -3.840 -1.007
H 0.695 0.050 0.964
H 1.544 0.827 -0.300
H 0.226 -0.196 -2.035
H -0.862 -0.903 -0.863
H -1.147 -4.366 -2.548
H 1.942 -1.673 -1.204
*
```

Record 2
A molecular structure, C10H16Cl4O5Ru in a non-equilibrium geometry. Source: the OMol25 dataset; level of theory: the ωB97M-V functional and the def2-TZVPD basis.

Computed properties:
E_HOMO (spin up / spin down) (eV): -1.79 / -1.78
⟨S²⟩: 6.03
Kohn-Sham gap (spin up / spin down) (eV): 5.716 / 5.216
Lowest unoccupied orbital energy (spin up / spin down) (eV): 3.929 / 3.434
Energy above the lowest of the compared OMol25 structures with the same formula, charge and spin (eV): 0.954
Calculated total energy (a.u.): -2702.2582

Geometry as ORCA input:
```
! wB97M-V def2-TZVPD RIJCOSX def2/J DEFGRID3
* xyz -2 5
C -1.886 -1.849 -1.033
C -1.878 -0.537 -1.658
C -2.514 0.401 -0.741
C -1.703 -0.306 -3.110
C -2.888 -0.288 0.413
C -2.523 -1.704 0.292
C -2.687 -2.722 1.185
C -1.557 -3.080 -1.693
C -2.785 1.825 -1.037
C -3.578 0.282 1.584
Ru -0.001 -0.984 -0.386
Cl 0.573 3.474 -2.590
Cl 1.330 -1.691 -2.068
Cl -0.073 0.372 1.409
H -0.896 -0.933 -3.486
H -1.429 0.742 -3.311
H -2.636 -0.565 -3.651
H -1.944 2.260 -1.617
H -2.871 2.407 -0.113
H -3.722 1.953 -1.599
H -3.180 1.272 1.842
H -3.458 -0.385 2.442
H -4.655 0.385 1.388
H -3.267 -2.543 2.099
H 0.944 -1.779 1.576
H -2.291 -3.697 0.911
H -0.654 -2.988 -2.336
H -2.424 -3.346 -2.330
H -1.339 -3.888 -0.968
O 0.803 -2.445 0.860
H 1.639 -2.587 0.287
O 4.683 3.013 1.033
Cl 5.231 1.943 1.872
O 6.506 1.494 1.312
O 5.440 2.451 3.229
O 4.291 0.821 1.910
*
```

Record 3
A molecular structure, C19H42N2O7PSSiW. Source: the OMol25 dataset; level of theory: the ωB97M-V functional and the def2-TZVPD basis.

Computed properties:
E_HOMO (spin up / spin down) (eV): -10.50 / -10.50
Kohn-Sham gap (spin up / spin down) (eV): 7.318 / 7.316
Lowest unoccupied orbital energy (spin up / spin down) (eV): -3.184 / -3.179
Energy above the lowest of the compared OMol25 structures with the same formula, charge and spin (eV): 0.727
Calculated total energy (a.u.): -2481.5962

Geometry as ORCA input:
```
! wB97M-V def2-TZVPD RIJCOSX def2/J DEFGRID3
* xyz 1 1
W 0.648 -1.843 -0.473
S 1.965 -2.728 -1.835
C 3.784 -3.060 2.945
O 2.664 -2.997 2.030
P 2.306 -1.651 1.270
O 3.724 -1.069 0.904
C 4.224 -0.544 -0.332
O 1.926 -0.577 2.382
C 0.637 -0.421 2.981
H 3.587 -3.890 3.617
H 3.874 -2.134 3.510
H 4.696 -3.242 2.382
H 4.867 -1.288 -0.796
H 4.798 0.346 -0.089
H 3.411 -0.285 -1.006
H 0.574 -1.023 3.888
H -0.162 -0.700 2.293
H 0.527 0.633 3.219
C -2.356 2.807 2.016
C -1.146 3.358 1.275
C -0.233 4.125 2.216
C -1.578 4.233 0.106
O -0.367 2.234 0.799
Si -0.491 1.372 -0.560
O 0.434 0.028 -0.308
O -0.010 2.134 -1.903
C 1.307 2.496 -2.372
C 1.117 3.736 -3.229
C 1.839 1.341 -3.209
C 2.227 2.791 -1.193
O -2.043 0.920 -0.796
C -2.594 -0.294 -1.307
C -2.830 -1.222 -0.119
C -1.724 -0.901 -2.415
C -3.934 0.073 -1.930
H -2.959 3.622 2.420
H -2.035 2.176 2.847
H -2.978 2.217 1.341
H -0.758 4.978 2.648
H 0.644 4.493 1.680
H 0.105 3.478 3.027
H -2.132 5.097 0.474
H -2.226 3.683 -0.581
H -0.710 4.593 -0.449
H 0.420 3.529 -4.040
H 2.069 4.054 -3.658
H 0.716 4.554 -2.628
H 1.169 1.142 -4.047
H 1.922 0.433 -2.610
H 2.826 1.580 -3.610
H 1.826 3.603 -0.586
H 3.214 3.086 -1.553
H 2.346 1.912 -0.553
H -1.917 -1.368 0.467
H -3.203 -2.201 -0.424
H -3.546 -0.758 0.560
H -0.709 -1.271 -2.165
H -1.526 -0.142 -3.174
H -2.240 -1.738 -2.886
H -4.551 0.585 -1.192
H -4.463 -0.818 -2.274
H -3.784 0.743 -2.777
C -0.518 -3.829 2.493
C -0.864 -4.225 1.106
N -0.501 -3.643 -0.032
C -1.103 -4.361 -1.061
C -1.824 -5.373 -0.536
N -1.666 -5.265 0.829
H 0.534 -3.561 2.554
H -0.711 -4.654 3.176
H -1.121 -2.977 2.814
H -0.938 -4.105 -2.092
H -2.407 -6.152 -0.993
H -2.067 -5.874 1.523
*
```

Record 4
A molecular structure, AsF6H20O10 in a non-equilibrium geometry. Source: the OMol25 dataset; level of theory: the ωB97M-V functional and the def2-TZVPD basis.

Computed properties:
E_HOMO (eV): -8.18
Kohn-Sham gap (eV): 10.214
Lowest unoccupied orbital energy (eV): 2.031
Energy above the lowest of the compared OMol25 structures with the same formula, charge and spin (eV): 1.176
Calculated total energy (a.u.): -3599.5901

Geometry as ORCA input:
```
! wB97M-V def2-TZVPD RIJCOSX def2/J DEFGRID3
* xyz -1 1
As -0.056 0.598 -0.086
F 1.323 -0.539 0.250
F 0.016 0.298 -1.917
F -1.439 1.688 -0.339
F -0.031 0.832 1.717
F 1.064 2.002 -0.438
F -1.093 -0.803 0.201
O 2.692 -1.453 -1.980
H 2.887 -0.586 -1.624
H 2.844 -1.365 -2.921
O -1.255 2.672 -3.592
H -0.864 2.899 -4.436
H -0.601 2.119 -3.165
O -0.516 -2.459 2.305
H -0.553 -1.786 1.625
H 0.286 -2.946 2.117
O 2.422 -3.798 -0.537
H 3.139 -4.321 -0.897
H 2.435 -2.989 -1.049
O -3.457 -2.309 1.159
H -3.677 -1.491 0.715
H -2.599 -2.146 1.551
O 2.519 0.373 2.829
H 2.517 0.062 3.734
H 1.702 0.041 2.458
O -3.880 2.477 -0.109
H -3.121 2.044 -0.500
H -4.372 1.769 0.308
O -1.053 1.318 4.641
H -0.828 1.332 3.711
H -1.950 0.985 4.666
O 2.309 4.278 -1.157
H 1.690 4.817 -1.650
H 1.857 3.442 -1.038
O -0.045 -2.719 -2.294
H -0.884 -2.343 -2.028
H 0.575 -1.992 -2.232
*
```

Record 5
C3H5Cl2OP in the gas phase in a non-equilibrium geometry. Source: the OMol25 dataset; level of theory: the ωB97M-V functional and the def2-TZVPD basis.

Computed properties:
SMILES: C=C(C)OP(Cl)Cl
E_HOMO (eV): -9.27
Kohn-Sham gap (eV): 9.575
Lowest unoccupied orbital energy (eV): 0.304
Energy above the lowest of the compared OMol25 structures with the same formula, charge and spin (eV): 2.332
Calculated total energy (a.u.): -1454.2457

Geometry as ORCA input:
```
! wB97M-V def2-TZVPD RIJCOSX def2/J DEFGRID3
* xyz 0 1
C 0.723 -1.456 -0.099
C 0.553 -0.136 -0.032
C 1.624 0.928 0.105
O -1.015 0.299 0.320
P -2.739 0.286 0.750
Cl -3.261 -1.230 -0.336
Cl -3.306 1.695 -0.546
H -0.174 -2.071 -0.230
H 1.741 -1.863 -0.043
H 1.376 1.741 -0.608
H 1.904 1.331 1.136
H 2.574 0.475 -0.418
*
```

Record 6
C6H8N2 in the gas phase in a non-equilibrium geometry. Source: the OMol25 dataset; level of theory: the ωB97M-V functional and the def2-TZVPD basis.

Computed properties:
SMILES: Cc1ccc(C)nn1
E_HOMO (eV): -9.17
Kohn-Sham gap (eV): 9.678
Lowest unoccupied orbital energy (eV): 0.503
Energy above the lowest of the compared OMol25 structures with the same formula, charge and spin (eV): 1.047
Calculated total energy (a.u.): -342.8955

Geometry as ORCA input:
```
! wB97M-V def2-TZVPD RIJCOSX def2/J DEFGRID3
* xyz 0 1
C -0.530 0.413 -2.722
C -0.215 0.309 -1.281
C 0.001 -0.951 -0.743
C 0.318 -1.025 0.618
C 0.214 0.227 1.328
C 0.402 0.186 2.880
N -0.088 1.328 0.694
N -0.200 1.462 -0.647
H -0.591 1.429 -3.007
H 0.199 -0.046 -3.387
H -1.503 -0.008 -2.942
H 0.010 -1.872 -1.380
H 0.641 -1.978 1.002
H 0.619 1.200 3.206
H 1.234 -0.447 3.096
H -0.513 -0.226 3.285
*
```

- Number 2 is which compound?
  C10H16Cl4O5Ru